14
Properties=species:S:1:pos:R:3:forces:R:3:nbo_charge:R:1 method="wB97M-V/def2-TZVPD" e_tot_ev=-16370.0093 homo_lumo_gap_ev=8.353 max_force_ev_per_a=5.5 homo_ev=-7.951 charge=0
C -2.515606 -1.099936 0.489534 0.8 -1.0 -0.1 0.89
C 0.570094 -0.252429 -0.717339 -2.2 0.0 0.9 -0.58
C 1.149502 -1.385251 -0.061763 1.3 -0.7 -1.0 0.91
N -2.709383 -2.114468 -0.112400 -1.9 1.7 0.1 -0.75
N 0.298651 0.820301 0.367565 -3.8 -3.8 -1.5 -0.69
O -2.333108 -0.120639 1.089898 -0.3 0.9 0.2 -0.57
F 2.266816 -1.064426 0.753228 -0.9 -0.6 0.4 -0.39
F 1.654265 -2.328706 -0.911991 -0.6 0.8 0.5 -0.33
F 0.219206 -2.029760 0.727249 0.9 0.3 0.5 -0.36
H 1.144565 0.317547 -1.327149 2.2 0.6 -2.5 0.17
H 1.094097 1.258267 0.618594 3.2 2.0 1.5 0.39
H -2.118993 -2.872105 -0.190159 1.4 -1.7 -0.3 0.43
H -0.399655 1.409142 -0.081890 0.0 0.1 0.8 0.44
H -0.103981 0.173832 1.061934 -0.2 1.4 0.4 0.45